Entry 1:
Here is a 12-piece molecular cluster, C67H165N10O21 overall from OMol25. Energies are from ωB97M-V with the def2-TZVPD basis set.

E_LUMO (alpha / beta) in eV: 0.18 / -0.02
HOMO level (alpha / beta) in eV: -8.164 / -8.164
⟨S²⟩: 0.7551
DFT total energy in eV: -130028.2040
Relative energy (zero: lowest compared OMol25 entry of this formula, charge and spin) in kJ/mol: 85.09

Geometry as ORCA input:
```
! wB97M-V def2-TZVPD RIJCOSX def2/J DEFGRID3
* xyz 0 2
O 3.37 -6.97 5.11
C 2.04 -0.46 3.28
C 3.68 6.67 3.60
H 3.81 -2.33 1.45
H -2.14 -3.54 -5.10
H 2.30 -0.65 -0.59
H -2.20 -2.20 7.37
H -4.58 -2.63 0.85
H 7.59 4.43 4.26
C 0.55 -4.69 2.43
H -2.44 -0.82 3.43
H -2.59 5.29 2.54
H -1.20 6.50 4.63
H 5.73 -2.25 3.21
H 6.27 -3.03 5.55
H -3.26 -0.42 -4.97
H 0.34 -1.42 -8.15
H -3.88 4.33 -2.06
O -1.54 -1.19 -8.86
H -3.18 -3.34 5.38
C -4.17 6.32 1.80
H -6.18 2.52 1.36
H -2.38 0.51 -1.99
H -0.97 -1.13 8.14
H 2.88 6.27 5.90
H 2.32 2.19 5.75
H -12.18 -4.46 -5.08
H 1.03 4.53 6.45
H -5.94 2.93 3.05
H -0.03 1.22 -2.65
H 2.55 -8.68 5.89
H 0.71 -3.74 2.95
N -1.64 -2.55 4.35
H -8.38 -4.59 -5.83
H -3.52 3.67 4.63
H -6.45 -1.39 -3.62
H -5.69 -0.74 -1.35
H 2.76 7.25 3.56
H -0.88 -3.77 -9.56
H -4.45 4.17 -5.10
C -1.42 2.92 -0.85
H -2.78 4.09 -3.39
C -8.22 -3.99 -4.93
O -7.61 -0.77 -2.14
C 4.52 1.45 -1.41
H -1.01 -1.47 -1.89
H 5.41 -6.71 4.73
C -0.03 -4.37 0.08
H 2.70 -3.17 2.53
O 1.25 1.90 0.12
C 1.71 0.15 -5.84
O 1.22 4.91 1.11
C -4.61 4.66 -4.14
H -4.18 5.82 4.34
O 1.97 0.86 3.58
C 1.33 -1.13 -0.47
H 6.45 4.64 -0.02
H 0.29 -1.69 -9.87
H -0.88 -2.93 -4.06
C -11.34 -3.92 -4.63
H -1.66 -0.72 -10.91
H -0.58 -1.71 6.61
H -2.34 2.58 4.92
C -3.81 3.93 -3.07
O -3.95 2.53 -3.09
H -3.49 7.36 4.28
H 1.59 1.06 -8.39
H -2.49 -4.58 4.20
H -0.51 -4.92 2.52
H 5.03 -2.01 -4.91
C -5.44 2.86 2.09
C 9.19 -5.55 4.79
H 5.60 1.39 -1.48
C 1.37 -5.83 3.13
C -9.12 -4.47 -3.86
H 0.60 -4.11 -0.77
H -1.08 -1.69 -0.16
H 9.91 -5.62 5.60
N 1.35 3.51 4.48
C 1.87 1.76 -7.60
H 2.13 -0.98 4.24
H -0.72 3.73 -0.70
N -1.05 -3.69 -7.43
C -2.31 -1.12 -10.13
H -2.00 -3.35 -7.38
C 0.93 1.17 4.48
H 3.63 4.68 5.96
C 2.25 -7.88 5.22
C 6.04 5.51 0.49
H 0.70 -3.73 -8.54
H -7.67 -2.31 -6.01
C -0.32 -3.20 -6.20
H -3.23 -0.54 -10.05
C -2.94 -0.67 5.47
H 0.59 -7.37 2.40
H -2.19 2.97 2.00
H 7.69 5.39 1.91
N -8.39 -2.52 -5.33
H -3.90 6.33 0.74
H -11.55 -3.32 -3.74
H -0.98 -2.81 3.63
C -6.69 -1.05 -1.05
C -1.21 1.83 0.27
N 0.07 1.06 0.08
H 2.92 -0.80 2.74
H -1.22 1.65 2.35
H 4.32 7.23 4.29
O 2.37 3.53 -9.22
O -3.17 -3.45 2.05
C -2.57 3.62 5.16
H 3.37 -3.98 1.21
O -4.61 3.98 1.86
H 1.01 -9.08 4.00
H -4.81 -4.36 1.23
H 7.24 -6.67 3.17
H 0.75 4.16 0.74
H 2.26 -8.49 2.98
C 1.63 -8.20 3.83
H -0.01 5.94 2.41
H -3.65 -3.98 0.07
N -2.97 6.23 2.63
H 1.60 0.68 -2.33
H 8.53 -6.19 2.26
H -4.50 5.73 -4.32
H -0.59 5.66 0.71
N 0.73 -7.11 3.37
H -3.65 -2.11 -4.56
C -1.07 -0.93 -0.94
H 4.87 -8.39 5.22
H 3.95 3.59 -2.62
H -8.62 -0.60 -4.51
H -3.69 -1.37 5.85
H 3.03 5.23 -0.90
H -8.62 -5.35 -3.46
H 1.05 -0.77 2.95
H -2.55 3.71 6.24
H 0.29 -4.06 -5.92
H -9.55 -1.76 -3.79
O -10.40 -4.94 -4.31
H 3.42 -0.14 -4.42
C 0.93 7.17 0.97
H -3.16 -0.77 -1.02
N 2.55 1.13 -6.48
C 7.86 -5.08 5.38
H 3.88 4.02 -10.61
C -1.25 2.51 1.68
C 1.45 4.63 5.45
H 0.02 1.39 3.92
C 6.58 4.84 4.22
H 0.62 -0.52 -2.97
H 3.33 0.69 -6.93
C 5.89 -3.75 4.83
C 0.56 0.36 -2.33
C 5.13 -2.95 3.79
O -2.22 -0.26 6.57
H -3.25 1.42 -0.24
C 3.18 4.46 -9.90
H -2.45 3.29 -0.80
H 6.01 4.27 4.96
C 0.26 5.84 1.36
H -5.82 5.34 2.84
H 0.13 7.80 0.57
H 6.51 6.53 2.38
H -2.08 6.07 5.92
H -5.67 4.45 -3.98
C -4.08 -3.59 1.00
O 1.00 -4.47 1.14
H 2.43 5.05 -10.42
C 8.30 -6.90 3.05
C -2.04 5.83 4.85
H 1.52 -7.29 5.78
C 2.93 2.78 -8.17
H 1.94 -1.28 -4.57
C -1.26 -2.88 -5.08
H 1.03 2.39 -7.32
H 5.54 3.76 -1.82
H 4.46 6.04 -1.37
H 3.66 5.16 -9.21
H 7.34 -5.94 5.81
C -8.55 -1.64 -4.22
H 0.39 -2.38 -6.34
H -0.66 -5.24 -0.07
O -1.75 -1.60 -5.31
C -3.26 6.32 4.04
H 4.27 -2.47 4.27
O 3.30 -1.49 -6.07
H -3.38 0.25 5.09
H -1.03 -0.56 4.53
H -0.59 -3.48 0.38
H -5.91 5.37 1.08
H -2.63 -2.13 -10.39
O -1.67 4.57 4.53
H 0.82 5.37 4.97
H -7.30 -2.72 -2.84
C 2.73 -0.70 -5.06
H -3.10 2.08 -2.98
H 2.16 -6.10 2.43
H -7.16 -4.12 -4.73
H 4.18 1.41 -2.44
C 2.93 5.30 5.41
C 4.11 5.14 -0.86
H 4.62 -3.03 -6.35
H 0.39 3.63 4.18
C -5.23 5.23 1.92
C 4.46 3.76 -1.67
H 0.66 0.40 5.19
H -4.70 2.05 2.11
H 6.40 6.36 -0.09
H 6.84 -5.01 3.51
H 8.24 -7.88 2.57
C -2.41 0.86 0.17
O 3.38 5.36 4.03
H -0.44 3.19 1.93
H 1.42 7.67 1.80
H 6.62 5.89 4.51
H 4.34 6.42 0.52
C -0.26 -1.85 -8.95
H 1.18 -0.52 -6.51
O 9.16 -6.80 4.14
H 4.04 0.61 -0.90
H 1.14 -1.44 0.55
H 1.92 -5.38 3.95
C 6.61 5.55 1.93
O 6.03 4.63 2.90
H 9.67 -4.85 4.11
C -7.42 -1.71 -3.24
H 5.21 -4.33 5.44
N 4.60 5.45 0.54
C -1.96 -1.10 4.37
H -2.66 0.29 1.06
C 4.62 -7.46 4.71
C -2.34 -0.05 -1.05
H 3.22 3.49 -7.40
O 4.22 2.70 -0.76
H -9.24 -3.85 -2.97
H 4.34 -7.67 3.68
H -4.36 -2.42 3.34
H 1.69 7.26 0.20
C -1.45 -1.43 7.21
C -2.73 -3.53 4.41
H 8.05 -4.41 6.21
H 4.09 6.65 2.59
N 7.05 -4.44 4.32
H 0.98 0.68 -5.23
H 1.44 -1.97 -1.17
C 3.64 -3.26 1.99
H 3.89 -3.10 -4.77
C -0.31 -3.36 -8.71
C 0.27 -0.05 -0.96
H -1.38 2.60 -1.89
H -2.60 -1.18 -3.50
H -10.86 -3.29 -5.37
C 1.34 2.27 5.27
H -7.09 -0.48 -0.21
C -2.88 -1.35 -4.54
H 3.88 2.32 -8.43
H 0.55 2.39 6.01
H -6.42 -2.09 -0.87
C 4.24 -2.41 -5.54
H -4.59 7.32 1.89
O 4.66 -3.81 2.80
H -4.54 -4.06 3.41
C -3.75 -3.32 3.27
*
```

---

Entry 2:
Here is C67H50InO2P3S as an isolated structure from OMol25. Energies are from ωB97M-V with the def2-TZVPD basis set.

E_LUMO in eV: -4.70
HOMO level in eV: -12.461
DFT total energy in eV: -118246.6227

Geometry as ORCA input:
```
! wB97M-V def2-TZVPD RIJCOSX def2/J DEFGRID3
* xyz 2 1
H 1.24 0.26 4.16
C -5.21 -1.91 0.22
C -1.09 4.93 -3.56
H -0.35 -5.87 2.08
H 2.03 5.12 -2.25
C -1.10 1.01 4.31
H -6.42 2.14 0.53
C 0.21 -4.44 -3.54
C 0.68 -0.91 2.51
H 4.73 -0.15 -2.77
C -2.92 -2.31 -0.44
C 0.99 4.82 -2.36
C -2.25 5.55 4.85
O -0.66 1.17 -4.23
C 2.87 -4.16 4.31
H -3.61 -0.58 0.65
C -3.28 2.06 -0.73
C -0.47 -4.00 0.95
P -1.13 -1.89 -0.53
C 0.19 0.77 -3.47
C 3.92 0.03 -3.46
H 2.82 -0.93 1.35
H -5.03 0.49 -3.17
C -1.68 4.09 -2.62
H -5.94 -1.28 0.71
C -1.30 2.73 2.58
C 3.87 2.40 -0.43
H 5.04 4.12 0.06
H 3.08 -4.68 -1.75
C -1.50 3.29 1.27
H -1.67 5.29 -4.39
C -3.54 1.39 -1.92
H 2.84 -2.34 -2.56
H -2.72 3.81 -2.73
C 2.99 -3.09 1.32
C 1.87 0.53 -5.26
H 3.96 -2.99 1.80
C -1.99 4.95 3.49
H 6.94 2.79 0.91
H -1.64 6.43 5.01
C 2.34 -2.88 3.72
O -1.64 -0.55 1.43
H -2.62 -4.11 -1.59
C -5.60 -3.10 -0.38
C -0.96 -2.60 -4.54
C -1.95 4.42 5.85
C 3.07 -4.16 0.28
H 2.84 -4.16 5.40
H -1.30 -4.41 0.37
C -4.83 1.00 -2.24
H -2.02 5.02 0.15
C 2.63 0.24 -2.98
C 0.41 3.99 -1.42
P 2.35 0.22 -1.17
C 2.37 -1.76 0.82
H -0.94 -0.03 4.56
C 2.19 -1.69 4.29
C -2.10 5.47 2.24
H -0.04 -4.19 -5.65
H 3.35 0.31 -6.79
C -0.95 1.41 3.00
H 5.18 -0.13 -5.18
C -3.88 -1.51 0.19
C 3.82 1.00 -0.46
H 2.54 -6.10 3.31
C 2.74 -2.52 -1.50
H 3.04 2.97 -0.81
C -0.93 3.62 -1.55
C -1.87 4.62 1.15
C -1.45 1.90 5.33
H -3.29 5.88 4.91
C -0.04 -3.92 -2.27
C 1.96 -5.25 3.69
H 1.26 -5.65 4.42
C 1.36 -0.68 3.64
C -1.21 -2.09 -3.28
H -2.39 6.50 2.07
H -2.74 1.20 -2.64
C 1.82 -3.20 2.35
H -4.12 2.84 1.09
C 1.22 -4.55 2.58
H -1.08 4.66 6.46
H 3.91 -4.31 4.01
C 0.24 5.29 -3.43
P -1.56 2.42 -0.33
H 6.85 0.33 0.87
C -0.13 -2.72 0.76
C 0.13 -4.92 1.91
C 4.17 0.04 -4.82
H 1.05 0.74 -5.94
C 3.15 0.29 -5.73
H 4.87 -0.82 -0.02
C -5.61 1.93 -0.16
H 0.74 -5.38 -3.64
In -0.30 0.40 -1.34
H 3.31 -5.16 0.61
H -4.95 -4.81 -1.50
C -3.33 -3.49 -1.06
C 2.47 -1.51 -0.66
C 4.89 0.26 0.01
H -2.77 4.23 6.54
C 6.07 2.29 0.53
C -5.86 1.27 -1.35
H 0.99 3.64 -0.57
S -0.41 0.26 1.77
H -6.63 -3.41 -0.34
C -1.61 3.60 3.64
C 1.60 0.51 -3.89
H 0.30 -4.46 -1.40
H -1.54 1.55 6.35
C 2.96 -3.89 -1.02
C 6.02 0.91 0.51
C -1.65 3.22 5.00
C 5.00 3.04 0.06
H 0.70 5.95 -4.16
H -1.33 -2.08 -5.41
C -0.24 -3.78 -4.67
H -1.81 -1.19 -3.19
C -4.32 2.33 0.16
C -0.73 -2.73 -2.13
C -4.66 -3.89 -1.02
H 2.56 -1.48 5.28
H -6.87 0.96 -1.59
C 1.01 -2.09 1.59
*
```